1.
Computed, not measured: 3 unconnected molecules or ions with the total composition C21H48BN2O13P4 at a distorted geometry, with the ωB97M-V functional and the def2-TZVPD basis.

The geometry in ORCA input format:
```
! wB97M-V def2-TZVPD RIJCOSX def2/J DEFGRID3
* xyz 1 1
C -5.447 5.262 4.927
C -5.278 4.077 4.953
C -5.018 2.643 5.107
C -3.963 2.174 4.094
C -3.926 2.761 2.657
B -5.189 2.450 1.693
O -4.902 1.770 0.518
O -6.405 2.820 2.118
C -7.398 3.015 1.099
C -2.783 1.907 2.128
P -1.717 2.408 0.699
C -2.131 4.144 0.317
O -2.141 1.548 -0.655
N -2.651 0.825 2.825
C -3.671 0.681 3.880
P -5.048 -0.532 3.530
N -5.005 -1.657 4.588
O -4.845 -1.171 2.078
O -6.501 0.163 3.505
H -5.478 6.321 5.050
H -5.934 2.054 5.120
H -4.575 2.529 6.102
H -3.022 2.545 4.526
H -3.733 3.834 2.605
H -5.245 2.195 -0.278
H -7.124 3.839 0.434
H -7.590 2.109 0.519
H -8.340 3.274 1.579
H -2.037 4.785 1.194
H -1.454 4.459 -0.476
H -3.166 4.227 -0.033
H -2.544 0.736 -0.317
H -1.922 0.143 2.633
H -3.247 0.326 4.820
H -5.890 -1.711 5.078
H -4.298 -0.617 1.503
H -6.862 0.164 4.400
O -0.344 -1.541 -5.258
P -0.294 -2.523 -4.146
O 1.081 -2.187 -3.340
C 1.165 -0.991 -2.569
C 0.332 -1.074 -1.301
O 0.172 -3.882 -4.925
C 0.086 -3.984 -6.349
C 1.398 -3.607 -7.008
O -0.932 -3.431 -2.931
C -2.356 -3.679 -2.951
C -2.793 -4.503 -4.147
H 0.863 -0.132 -3.176
H 2.212 -0.859 -2.303
H -0.737 -1.108 -1.534
H 0.515 -0.205 -0.665
H 0.571 -1.980 -0.743
H -0.737 -3.380 -6.732
H -0.153 -5.025 -6.579
H 1.789 -2.669 -6.615
H 1.275 -3.513 -8.087
H 2.152 -4.370 -6.811
H -2.890 -2.724 -2.928
H -2.591 -4.209 -2.029
H -2.676 -3.943 -5.079
H -3.843 -4.781 -4.054
H -2.192 -5.407 -4.233
O 5.063 0.584 0.553
P 6.503 0.262 0.371
O 6.827 0.608 -1.183
C 6.869 1.976 -1.598
C 8.101 2.700 -1.083
O 6.461 -1.375 0.285
C 5.314 -2.104 0.713
C 4.385 -2.392 -0.450
O 8.077 0.204 0.824
C 8.386 0.316 2.233
C 7.843 -0.843 3.047
H 5.956 2.487 -1.277
H 6.878 1.968 -2.687
H 8.068 2.810 0.004
H 8.171 3.696 -1.521
H 9.004 2.141 -1.325
H 4.795 -1.575 1.513
H 5.671 -3.045 1.137
H 4.198 -1.500 -1.048
H 3.431 -2.785 -0.095
H 4.834 -3.126 -1.121
H 8.000 1.266 2.612
H 9.471 0.349 2.310
H 6.750 -0.826 3.081
H 8.210 -0.792 4.072
H 8.141 -1.795 2.609
*
```

Output
Calculated total energy ... -89981.686 eV
Highest occupied orbital energy ... -11.6 eV
E_LUMO ... -4.537 eV
Frontier orbital gap ... 7.06 eV
Strongest force on any atom ... 0.1357 hartree/bohr



2.
Computed, not measured: a molecular structure, C4H9NO2 at a distorted geometry, with the ωB97M-V functional and the def2-TZVPD basis.

The geometry in ORCA input format:
```
! wB97M-V def2-TZVPD RIJCOSX def2/J DEFGRID3
* xyz 0 1
C 0.498 0.728 0.526
C 1.569 -0.206 0.219
C 1.097 -1.058 -1.051
O 2.739 0.347 0.063
C -0.560 0.397 1.430
N -1.745 0.781 1.155
O -1.761 0.383 -1.175
H -0.448 -0.444 2.105
H 0.466 1.650 -0.034
H 1.513 -0.954 1.054
H 0.800 -0.316 -1.791
H 1.969 -1.653 -1.299
H 0.191 -1.643 -0.910
H -2.087 0.925 -1.901
H -1.824 0.807 -0.094
H -2.417 0.258 1.704
*
```

Output
Calculated total energy ... -9873.148 eV
Highest occupied orbital energy ... -8.7 eV
E_LUMO ... -2.803 eV
Frontier orbital gap ... 5.92 eV
Strongest force on any atom ... 0.0701 hartree/bohr



3.
Computed, not measured: CH4S3 in the gas phase at a distorted geometry, with the ωB97M-V functional and the def2-TZVPD basis.

The geometry in ORCA input format:
```
! wB97M-V def2-TZVPD RIJCOSX def2/J DEFGRID3
* xyz 0 1
S 0.638 -1.601 0.495
C 0.360 -0.113 -0.452
S 1.318 1.256 0.169
S -1.722 0.307 -0.184
H -0.103 -1.249 1.628
H 0.420 -0.154 -1.604
H 0.957 1.249 1.473
H -1.869 0.304 -1.525
*
```

Output
Structure (SMILES) ... SC(S)S
Calculated total energy ... -33606.136 eV
Highest occupied orbital energy ... -8.8 eV
E_LUMO ... -0.032 eV
Frontier orbital gap ... 8.74 eV
Strongest force on any atom ... 0.0588 hartree/bohr



4.
Computed, not measured: 3 unconnected molecules or ions with the total composition C8H14O at a distorted geometry, with the ωB97M-V functional and the def2-TZVPD basis.

The geometry in ORCA input format:
```
! wB97M-V def2-TZVPD RIJCOSX def2/J DEFGRID3
* xyz 0 1
C 1.714 0.100 -0.105
C 2.315 -0.944 0.788
C 2.106 1.518 0.144
C -1.074 1.158 -1.336
C -0.798 0.382 -0.147
C -0.540 -0.293 0.824
C -3.018 -0.428 0.816
C -3.463 -1.527 0.234
O 1.794 -0.193 -1.462
H 1.603 -1.129 -1.596
H -0.352 -0.873 1.695
H -3.636 0.205 1.455
H 3.397 -1.031 0.603
H 1.872 -1.930 0.620
H 2.178 -0.687 1.839
H 3.183 1.663 -0.042
H 1.569 2.200 -0.517
H 1.899 1.799 1.176
H -1.272 2.201 -1.082
H -0.214 1.105 -2.007
H -1.953 0.751 -1.839
H -2.821 -2.145 -0.397
H -4.488 -1.901 0.334
*
```

Output
Calculated total energy ... -10563.010 eV
Highest occupied orbital energy (spin up / spin down) ... -6.1 / -7.3 eV
E_LUMO (spin up / spin down) ... 0.823 / 0.792 eV
Frontier orbital gap (spin up / spin down) ... 6.95 / 8.06 eV
Strongest force on any atom ... 0.0269 hartree/bohr



5.
Computed, not measured: a molecular structure, C24H60N4O12PbS at a distorted geometry, with the ωB97M-V functional and the def2-TZVPD basis.

The geometry in ORCA input format:
```
! wB97M-V def2-TZVPD RIJCOSX def2/J DEFGRID3
* xyz 0 1
Pb 14.618 -18.151 34.160
S 13.720 -18.573 36.999
O 13.859 -19.151 38.307
O 12.430 -17.959 36.892
O 14.729 -17.665 36.523
O 13.827 -19.581 35.953
C 16.929 -15.811 35.465
O 16.802 -16.769 34.445
C 18.047 -17.506 34.477
C 17.903 -18.699 33.431
N 16.776 -19.573 33.729
C 16.601 -20.575 32.705
C 15.939 -19.887 31.459
O 14.919 -18.972 31.762
C 14.034 -18.623 30.601
H 16.939 -16.262 36.457
H 15.930 -15.375 35.450
H 17.534 -14.905 35.464
H 18.181 -17.928 35.473
H 18.901 -16.881 34.217
H 18.812 -19.295 33.509
H 17.853 -18.285 32.425
H 17.064 -20.031 34.582
H 15.877 -21.321 33.031
H 17.473 -21.180 32.456
H 15.582 -20.754 30.904
H 16.704 -19.349 30.900
H 13.278 -17.885 30.871
H 13.488 -19.498 30.250
H 14.524 -18.182 29.733
C 12.683 -20.737 33.130
O 12.460 -19.330 33.055
C 11.273 -18.828 33.704
C 11.422 -17.268 33.715
N 12.497 -16.784 34.515
C 12.839 -15.382 34.316
C 13.497 -15.162 32.875
O 14.592 -16.069 32.709
C 15.482 -15.790 31.584
H 13.477 -21.080 32.466
H 11.735 -21.175 32.819
H 12.810 -21.097 34.151
H 11.339 -19.229 34.715
H 10.391 -19.200 33.184
H 10.498 -16.797 34.050
H 11.445 -17.024 32.653
H 12.374 -17.026 35.488
H 13.608 -15.242 35.075
H 12.095 -14.640 34.607
H 13.810 -14.119 32.830
H 12.810 -15.311 32.042
H 16.076 -14.915 31.849
H 14.885 -15.568 30.700
H 16.193 -16.611 31.490
C 19.924 -10.263 31.357
O 19.623 -10.479 32.748
C 18.487 -11.258 33.039
C 18.171 -11.339 34.568
N 17.244 -12.400 34.953
C 16.014 -12.543 34.191
C 15.114 -11.303 34.442
O 13.775 -11.569 34.002
C 12.857 -10.568 34.490
H 19.864 -11.252 30.902
H 20.866 -9.746 31.177
H 19.154 -9.676 30.855
H 18.639 -12.288 32.718
H 17.673 -11.010 32.357
H 17.716 -10.378 34.809
H 19.088 -11.372 35.156
H 16.966 -12.364 35.923
H 15.371 -13.359 34.523
H 16.362 -12.703 33.171
H 15.517 -10.416 33.954
H 14.995 -11.198 35.521
H 12.960 -10.452 35.569
H 11.859 -10.976 34.327
H 13.013 -9.607 34.001
C 13.933 -24.595 37.221
O 14.577 -24.346 35.977
C 14.791 -22.993 35.769
C 15.702 -22.272 36.813
N 16.048 -20.970 36.242
C 16.857 -20.176 37.212
C 18.327 -20.610 37.287
O 19.019 -20.224 36.071
C 20.385 -20.544 36.217
H 13.281 -23.773 37.518
H 14.644 -24.878 37.998
H 13.318 -25.495 37.231
H 13.896 -22.435 35.493
H 15.341 -22.907 34.831
H 16.544 -22.887 37.132
H 15.110 -22.029 37.696
H 15.147 -20.514 36.258
H 16.360 -20.322 38.171
H 16.727 -19.108 37.042
H 18.512 -21.654 37.542
H 18.754 -20.015 38.095
H 20.769 -19.960 37.053
H 20.988 -20.179 35.386
H 20.539 -21.616 36.342
*
```

Output
Calculated total energy ... -72468.143 eV
Highest occupied orbital energy ... -7.6 eV
E_LUMO ... 0.249 eV
Frontier orbital gap ... 7.84 eV
Strongest force on any atom ... 0.0978 hartree/bohr



6.
Computed, not measured: a molecular structure, C34H27AsBr2N4O9S2Ti at a distorted geometry, with the ωB97M-V functional and the def2-TZVPD basis.

The geometry in ORCA input format:
```
! wB97M-V def2-TZVPD RIJCOSX def2/J DEFGRID3
* xyz -1 2
Ti 0.123 -0.472 -0.298
C -1.937 -2.637 1.486
C -0.945 -1.860 2.296
C -0.876 -2.016 3.664
C -0.003 -1.259 4.450
C 0.749 -0.258 3.816
C 1.623 0.654 4.443
Br 1.883 0.552 6.325
C 2.344 1.605 3.746
C 2.176 1.702 2.377
Br 3.253 2.862 1.348
C 1.295 0.869 1.675
O 1.121 0.907 0.375
C 0.624 -0.139 2.405
N -0.132 -0.988 1.633
H -2.653 -3.133 2.136
H -1.436 -3.388 0.869
H -2.461 -1.948 0.820
H -1.524 -2.735 4.141
H 0.051 -1.406 5.516
H 3.031 2.264 4.259
O -2.500 -2.862 -2.262
As -0.611 -2.638 -2.421
O -0.179 -4.183 -2.632
O -0.440 -2.064 -0.878
C -0.873 -1.674 -4.109
C -1.756 -2.134 -5.072
C -1.923 -1.398 -6.236
C -1.233 -0.210 -6.431
C -0.322 0.223 -5.479
C -0.134 -0.539 -4.343
S 1.002 -0.204 -3.016
O 2.005 0.714 -3.458
O 1.468 -1.532 -2.643
O 0.099 0.353 -1.988
H -2.662 -3.591 -1.655
H -2.301 -3.049 -4.886
H -2.606 -1.749 -6.995
H -1.400 0.373 -7.325
H 0.249 1.132 -5.588
O 2.001 -1.439 -0.079
S 2.958 -1.282 1.043
C 2.730 -2.848 2.045
C 2.950 -4.041 1.192
C 2.036 -4.372 0.195
C 2.313 -5.396 -0.694
C 3.494 -6.113 -0.590
C 4.393 -5.815 0.420
C 4.122 -4.787 1.306
C 4.650 -1.653 0.328
C 4.611 -1.404 -1.137
C 4.649 -0.100 -1.621
C 4.614 0.136 -2.982
C 4.514 -0.924 -3.868
C 4.448 -2.221 -3.391
C 4.503 -2.462 -2.030
H 1.702 -2.766 2.396
H 3.424 -2.786 2.882
H 1.111 -3.820 0.088
H 1.604 -5.605 -1.481
H 3.719 -6.899 -1.297
H 5.315 -6.374 0.507
H 4.827 -4.569 2.097
H 4.933 -2.677 0.556
H 5.307 -0.951 0.843
H 4.698 0.730 -0.929
H 4.635 1.149 -3.349
H 4.466 -0.733 -4.930
H 4.344 -3.049 -4.078
H 4.451 -3.476 -1.659
N -2.955 0.078 -1.847
C -2.192 0.854 -1.023
O -1.577 0.273 -0.052
C -2.177 2.241 -1.182
C -1.433 3.042 -0.307
N -0.870 3.752 0.403
C -2.857 2.871 -2.222
N -3.426 3.379 -3.088
H -3.264 0.464 -2.726
H -2.813 -0.928 -1.814
*
```

Output
⟨S²⟩ ... 0.7690
Calculated total energy ... -305799.143 eV
Highest occupied orbital energy (spin up / spin down) ... -3.9 / -5.4 eV
E_LUMO (spin up / spin down) ... 1.597 / 1.575 eV
Frontier orbital gap (spin up / spin down) ... 5.51 / 6.94 eV
Strongest force on any atom ... 0.0807 hartree/bohr



7.
Computed, not measured: 6 unconnected molecules or ions with the total composition C32H58BrClF3IO26P6 at a distorted geometry, with the ωB97M-V functional and the def2-TZVPD basis.

The geometry in ORCA input format:
```
! wB97M-V def2-TZVPD RIJCOSX def2/J DEFGRID3
* xyz 0 1
O 2.738 -4.678 4.145
C 2.275 -3.595 4.357
O 1.400 -2.976 3.491
C 1.786 -1.608 3.202
C 0.902 -0.647 4.096
C -0.647 -0.826 3.900
C -1.298 0.100 2.799
C -0.837 -0.251 1.328
C 0.197 0.603 0.688
I 1.115 2.255 1.754
C 0.626 0.339 -0.698
C 0.038 -0.820 -1.420
C -0.969 -1.668 -0.759
Br -1.698 -3.162 -1.808
C -1.436 -1.412 0.618
C -2.532 -2.263 1.331
O -2.452 -3.682 1.103
C -1.489 -4.298 1.849
F -1.642 -5.653 1.630
F -0.209 -4.020 1.428
F -1.624 -4.128 3.201
C 0.572 -1.063 -2.854
O -0.053 -1.491 -3.787
C 2.075 -0.648 -3.095
P 3.258 -1.517 -4.266
O 3.857 -2.889 -3.427
Cl 2.274 -2.342 -5.929
C 2.596 0.435 -2.453
C 1.669 1.214 -1.452
O 1.786 2.407 -1.356
H 2.530 -3.091 5.333
H 1.651 -1.409 2.100
H 2.870 -1.497 3.463
H 1.124 -0.946 5.164
H 1.272 0.402 3.976
H -0.892 -1.905 3.694
H -1.160 -0.586 4.877
H -1.218 1.196 3.016
H -2.407 -0.119 2.807
H -2.623 -2.056 2.428
H -3.518 -1.936 0.888
H 3.350 -2.873 -2.589
H 3.636 0.806 -2.599
C 9.864 -0.241 -0.313
O 8.809 -0.914 0.359
P 7.216 -0.694 -0.181
O 7.568 -0.231 -1.575
O 7.004 0.591 0.816
C 7.636 0.631 2.103
O 5.537 -0.693 -0.518
C 4.935 -1.989 -0.608
H 10.776 -0.405 0.262
H 10.011 -0.650 -1.311
H 9.664 0.832 -0.362
H 8.571 1.188 2.025
H 7.824 -0.363 2.502
H 6.977 1.163 2.789
H 5.058 -2.528 0.334
H 5.391 -2.557 -1.424
H 3.871 -1.867 -0.810
C 3.713 7.199 3.749
O 3.541 6.777 2.405
P 4.828 5.999 1.610
O 5.533 5.574 2.880
O 5.421 7.436 1.086
C 4.534 8.498 0.713
O 5.979 5.174 0.648
C 5.484 3.998 -0.007
H 2.834 7.787 4.023
H 3.775 6.344 4.419
H 4.601 7.828 3.842
H 4.402 9.169 1.565
H 3.569 8.131 0.373
H 4.998 9.060 -0.097
H 4.654 4.253 -0.671
H 5.150 3.265 0.735
H 6.288 3.563 -0.598
C -0.974 1.138 10.704
O -0.625 -0.239 10.729
P 0.019 -0.951 9.330
O 0.484 0.332 8.682
O -1.475 -1.359 8.792
C -2.508 -1.729 9.715
O 0.714 -1.918 8.101
C 1.866 -2.668 8.503
H -1.487 1.363 11.641
H -0.084 1.762 10.644
H -1.649 1.347 9.872
H -3.120 -0.852 9.936
H -2.109 -2.147 10.636
H -3.140 -2.477 9.237
H 1.610 -3.347 9.320
H 2.665 -1.992 8.822
H 2.213 -3.254 7.653
C -1.945 -1.952 -6.085
O -2.266 -1.574 -7.419
P -3.288 -0.243 -7.681
O -3.027 0.351 -6.311
O -4.623 -1.197 -7.632
C -4.583 -2.515 -8.197
O -4.251 1.120 -8.076
C -3.676 2.001 -9.048
H -1.397 -2.895 -6.130
H -1.307 -1.211 -5.617
H -2.857 -2.103 -5.501
H -4.363 -3.236 -7.407
H -3.850 -2.601 -8.996
H -5.569 -2.742 -8.604
H -3.498 1.469 -9.984
H -2.734 2.413 -8.672
H -4.373 2.817 -9.232
C -11.268 -1.676 -5.035
O -10.102 -1.714 -5.842
P -8.933 -0.495 -5.660
O -9.347 -0.068 -4.270
O -9.666 0.440 -6.792
C -10.321 -0.156 -7.917
O -7.586 0.553 -5.677
C -6.310 -0.106 -5.594
H -11.943 -2.455 -5.396
H -11.026 -1.888 -3.995
H -11.766 -0.708 -5.126
H -11.386 -0.258 -7.699
H -9.898 -1.124 -8.176
H -10.208 0.513 -8.771
H -6.188 -0.784 -6.431
H -6.235 -0.661 -4.653
H -5.523 0.646 -5.629
*
```

Output
Structure (SMILES) ... O=COCCCCc1c(I)c2c(c(Br)c1COC(F)(F)F)C(=O)C(P(O)Cl)=CC2=O.COP(=O)(OC)OC.COP(=O)(OC)OC.COP(=O)(OC)OC.COP(=O)(OC)OC.COP(=O)(OC)OC
Calculated total energy ... -241896.974 eV
Highest occupied orbital energy ... -9.1 eV
E_LUMO ... -2.578 eV
Frontier orbital gap ... 6.51 eV
Strongest force on any atom ... 0.1839 hartree/bohr